{"formula": "C23H37FNO10PS2", "method": "wB97M-V/def2-TZVPD", "elements": ["C", "C", "C", "C", "C", "C", "C", "C", "C", "C", "O", "O", "C", "O", "O", "C", "C", "C", "F", "P", "N", "O", "O", "C", "H", "H", "H", "H", "H", "H", "H", "H", "H", "H", "H", "H", "H", "H", "H", "H", "H", "H", "H", "H", "H", "C", "C", "C", "S", "O", "O", "C", "H", "H", "H", "H", "H", "H", "H", "H", "C", "C", "C", "S", "O", "O", "C", "H", "H", "H", "H", "H", "H", "H", "H"], "coordinates": [[-2.98444, 4.48187, -2.96225], [-2.54686, 3.16663, -2.36704], [-2.93073, 1.97461, -2.98100], [-2.51733, 0.76679, -2.43557], [-1.70674, 0.74627, -1.30438], [-1.29890, 1.92316, -0.68897], [-0.39990, 1.99491, 0.52013], [0.64323, 0.86510, 0.71270], [-0.05999, -0.34590, 1.35577], [0.61216, -0.93633, 2.61190], [-0.39497, -1.34217, 3.54497], [1.59991, 1.48740, 1.59657], [2.76940, 0.83880, 1.48161], [3.64633, 0.85439, 2.25139], [2.76347, 0.15045, 0.31971], [1.58639, 0.54911, -0.46673], [1.28795, -0.64370, -1.40686], [2.41995, -1.63222, -1.54499], [1.00443, -0.16237, -2.67503], [2.24243, 1.97463, -1.45940], [1.24702, 2.69221, -2.41023], [3.43718, 1.32554, -2.28252], [2.91109, 2.97736, -0.39039], [-1.74475, 3.12793, -1.23353], [-2.13536, 5.10755, -3.21032], [-3.56192, 4.30404, -3.86119], [-3.63646, 4.99212, -2.25629], [-3.53944, 1.97357, -3.87095], [-2.79961, -0.17421, -2.88332], [-1.40073, -0.20544, -0.90095], [0.18613, 2.90580, 0.41577], [-0.96348, 2.10841, 1.43960], [-0.19300, -1.16081, 0.65414], [-1.06000, -0.06245, 1.65141], [1.26326, -0.22799, 3.11244], [1.14903, -1.84018, 2.34678], [-0.51986, -0.59679, 4.14375], [0.41530, -1.21028, -1.10569], [2.15997, -2.32509, -2.33900], [2.56532, -2.21999, -0.64694], [3.34836, -1.15618, -1.83378], [1.18275, 3.67225, -2.16284], [3.30595, 1.66315, -3.18156], [3.78852, 3.19706, -0.73511], [-1.45904, 4.06633, -0.77852], [-2.07800, -0.94172, 9.24973], [-3.27766, -0.77645, 8.30617], [-2.99516, 0.43905, 7.41360], [-1.20585, 0.55744, 7.28667], [-0.77395, 1.77665, 7.91510], [-0.79457, 0.22832, 5.94418], [-0.83667, -0.81517, 8.37201], [-2.10038, -1.89801, 9.76934], [-2.08461, -0.14951, 10.00120], [-3.38069, -1.67070, 7.68894], [-4.20909, -0.64880, 8.85510], [-3.41026, 0.32690, 6.41539], [-3.35182, 1.36438, 7.86107], [0.07386, -0.59873, 8.92519], [-0.69690, -1.69817, 7.74888], [1.86758, -3.15777, -7.45517], [1.95388, -1.87466, -6.61351], [0.88824, -1.97885, -5.51559], [0.65847, -3.72200, -5.19906], [-0.67450, -4.10550, -5.58552], [1.17787, -4.03051, -3.88917], [1.80217, -4.30488, -6.44764], [2.72206, -3.26302, -8.12180], [0.96322, -3.14437, -8.06662], [2.94574, -1.80721, -6.16182], [1.80742, -0.97942, -7.21537], [1.19495, -1.49783, -4.59097], [-0.06696, -1.57354, -5.84391], [1.43284, -5.23901, -6.86352], [2.76675, -4.46231, -5.96622]], "atomic_forces_ev_per_a": [[-0.1731, -0.4218, 0.3196], [-0.0327, 0.0091, -0.3265], [0.3470, -0.3408, 0.5287], [0.1955, 0.1949, 0.1661], [-0.0941, 0.0764, 0.0738], [-0.3672, 0.1355, -0.1480], [0.7876, -0.0133, -0.8713], [-1.3247, 1.2914, -0.3732], [0.7543, -0.3326, 0.3831], [-0.8339, -0.2448, 0.2715], [0.2530, 0.1104, -0.2704], [-0.3224, -0.3602, 0.7427], [-1.2550, 0.0922, -1.0468], [1.4808, 0.0690, 1.1548], [0.1497, -0.2365, -0.3616], [1.1229, -0.7889, 0.3098], [0.2512, -0.4571, 0.0903], [0.1745, -0.1681, -0.3078], [-0.1546, 0.3262, -0.3376], [-1.8018, 1.3849, -0.7398], [0.3577, -0.2110, 0.3166], [0.5140, -0.2872, 0.2050], [0.4696, -0.7133, -0.1254], [-0.2631, -0.2895, -0.1806], [0.1206, 0.2029, 0.0243], [-0.0635, 0.0401, -0.2253], [0.0431, 0.2816, 0.0268], [-0.1019, 0.1248, -0.1275], [-0.0846, -0.0491, -0.1160], [-0.0375, -0.1148, 0.0168], [0.0199, 0.2025, 0.0268], [-0.1071, -0.1550, 0.2166], [-0.0217, -0.0195, -0.1818], [-0.2014, 0.2224, 0.0851], [0.2539, 0.0215, -0.1228], [0.3542, -0.0246, 0.0232], [-0.1670, -0.1603, 0.2640], [-0.2350, 0.2223, 0.1624], [-0.2377, -0.1522, -0.0928], [0.0533, 0.0606, 0.2379], [0.1714, 0.1688, 0.1638], [-0.2408, 0.0770, -0.1499], [0.0232, -0.1297, -0.1085], [0.0993, 0.1486, 0.3521], [0.1424, 0.0969, 0.0948], [-0.0640, 0.0868, -0.0477], [0.0650, -0.0254, 0.0072], [-0.2875, -0.1672, 0.0704], [-0.1066, -0.2147, 0.1144], [0.0694, 0.0804, -0.1129], [0.0967, 0.2323, -0.0967], [-0.0622, -0.1892, 0.2038], [0.0064, -0.0043, 0.0047], [0.0303, -0.0056, 0.0095], [0.0197, 0.0028, -0.0107], [-0.0085, 0.0082, -0.0067], [0.0842, 0.0845, -0.0500], [0.1037, 0.0483, -0.0009], [0.0409, 0.0920, -0.0951], [0.0146, 0.0333, -0.0511], [-0.0225, 0.0651, 0.1015], [0.0095, -0.1394, -0.0344], [0.1423, 0.4435, -0.1942], [0.2717, 0.0002, -0.0432], [-0.0568, -0.0558, 0.1370], [-0.1858, -0.1496, 0.0847], [0.1153, 0.0664, -0.3037], [0.0007, -0.0121, -0.0088], [-0.0098, -0.0284, 0.0052], [-0.0033, -0.0101, 0.0194], [-0.0092, 0.0020, -0.0032], [-0.1262, -0.0249, 0.0563], [-0.0518, -0.0756, 0.0420], [-0.0686, -0.0204, 0.0972], [-0.0259, -0.0125, 0.0628]], "lowdin_charge": [-0.049, -0.268, -0.046, -0.060, -0.041, -0.207, -0.053, -0.332, -0.054, -0.196, -0.071, 0.076, -0.618, 0.208, 0.054, -0.243, -0.312, -0.002, -0.026, 0.569, -0.120, -0.115, -0.105, -0.021, 0.077, 0.068, 0.080, 0.104, 0.103, 0.091, 0.115, 0.136, 0.104, 0.124, 0.121, 0.124, 0.032, 0.123, 0.065, 0.096, 0.081, 0.000, 0.093, 0.097, 0.123, -0.220, -0.212, -0.215, 0.681, -0.307, -0.324, -0.226, 0.115, 0.119, 0.118, 0.113, 0.103, 0.105, 0.109, 0.111, -0.220, -0.209, -0.217, 0.662, -0.316, -0.330, -0.230, 0.113, 0.119, 0.116, 0.114, 0.077, 0.110, 0.106, 0.107], "smiles": "Cc1cccc(C[C@]2(CCO)OC(=O)O[C@]2([C@H](C)F)P(=N)(O)O)c1.O=S1(=O)CCCC1.O=S1(=O)CCCC1", "total_charge": 0, "e_lumo_ev": 0.466, "e_tot_ha": -2943.395144, "homo_ev": -8.69}